76
Properties=species:S:1:pos:R:3:forces:R:3 method="wB97M-V/def2-TZVPD" e_above_lowest_ev=0.000 gap_ev=7.33 total_energy_ev=-213908.079 e_lumo_ev=-0.4570
Y 1.435 0.241 -0.789 0.20 0.22 0.63
F -1.699 -4.383 3.477 0.06 -0.01 0.01
C -1.066 -3.267 3.119 -0.01 -0.03 0.05
C -0.346 -3.216 1.940 0.00 -0.02 -0.02
F -0.281 -4.285 1.145 -0.01 0.01 0.00
C 0.304 -2.046 1.604 -0.09 0.07 0.00
F 1.011 -2.033 0.446 0.05 -0.01 -0.11
C 0.266 -0.887 2.369 0.04 0.00 -0.14
S 1.072 0.588 1.861 -0.05 0.03 0.46
C -0.450 -0.986 3.559 -0.04 0.01 0.03
F -0.526 0.060 4.386 -0.04 0.03 -0.03
C -1.105 -2.148 3.932 -0.01 0.00 0.04
F -1.779 -2.199 5.085 0.02 0.04 -0.05
C 3.100 3.047 0.796 0.01 -0.01 0.00
C 4.106 2.096 0.218 -0.02 0.00 0.03
C 5.486 2.355 0.354 -0.01 0.02 0.00
C 6.393 1.488 -0.176 0.01 -0.02 -0.01
C 5.956 0.331 -0.860 0.01 0.02 0.02
C 6.813 -0.616 -1.468 0.01 0.00 0.00
Br 8.694 -0.398 -1.391 0.00 0.00 0.00
C 6.298 -1.695 -2.123 -0.01 0.01 0.01
C 4.910 -1.887 -2.196 0.00 -0.03 -0.01
Br 4.246 -3.389 -3.119 0.00 -0.01 0.00
C 4.004 -1.019 -1.613 0.09 -0.05 -0.08
O 2.710 -1.190 -1.654 0.74 -0.44 -0.20
C 4.564 0.127 -0.943 0.06 0.02 -0.03
N 3.671 1.019 -0.400 0.60 0.06 -0.12
H 3.437 4.077 0.687 0.00 0.00 0.01
H 2.963 2.843 1.860 0.00 0.00 0.00
H 2.121 2.955 0.321 0.00 0.00 -0.01
H 5.808 3.247 0.876 0.00 0.00 0.00
H 7.454 1.677 -0.084 0.00 0.00 0.00
H 6.955 -2.414 -2.592 0.00 0.00 0.00
C -4.809 -0.837 4.527 0.00 -0.03 -0.01
C -4.449 -1.584 3.269 -0.03 0.00 0.04
C -4.740 -2.942 3.174 0.01 0.00 -0.01
C -4.433 -3.665 2.032 -0.01 0.04 -0.02
C -3.851 -3.021 0.954 0.02 -0.05 0.02
C -3.552 -1.666 1.034 0.09 0.06 -0.07
N -2.917 -1.050 -0.082 -0.41 0.01 0.18
C -3.373 0.125 -0.632 -0.03 -0.16 0.05
C -4.740 0.458 -0.588 0.07 -0.08 -0.02
C -5.196 1.648 -1.108 0.01 -0.04 -0.01
C -4.319 2.565 -1.690 0.01 0.01 -0.01
C -2.978 2.259 -1.729 0.04 -0.03 0.01
C -2.494 1.049 -1.219 0.12 0.15 -0.18
C -1.046 0.806 -1.241 -0.20 0.25 0.10
O -0.591 -0.399 -1.176 -1.04 -0.29 -0.40
O -0.215 1.759 -1.272 -0.39 0.21 -0.18
C -3.822 -0.934 2.198 -0.07 0.04 -0.05
C -3.449 0.522 2.290 0.05 -0.03 0.08
H -5.254 -1.514 5.255 -0.01 0.01 0.00
H -5.526 -0.039 4.321 0.01 0.01 0.00
H -3.936 -0.377 4.991 0.03 -0.02 0.01
H -5.210 -3.439 4.014 0.01 0.00 0.01
H -4.657 -4.722 1.979 0.01 0.00 0.00
H -3.622 -3.553 0.040 0.00 0.00 -0.01
H -1.949 -1.273 -0.261 -0.05 -0.02 -0.03
H -5.426 -0.243 -0.133 -0.03 -0.01 0.01
H -6.256 1.870 -1.063 0.01 -0.01 0.00
H -4.685 3.497 -2.098 0.00 0.00 0.01
H -2.262 2.952 -2.152 0.02 0.01 0.00
H -4.219 1.164 1.853 0.02 -0.01 0.05
H -2.520 0.726 1.757 0.00 0.00 0.01
H -3.310 0.831 3.323 0.03 -0.01 0.06
C 2.224 2.369 -5.555 0.00 0.00 0.00
C 2.797 2.993 -4.459 0.00 0.00 0.00
C 2.642 2.414 -3.212 0.00 0.01 -0.03
N 1.969 1.280 -3.017 0.09 0.11 -0.11
C 1.421 0.683 -4.078 0.03 -0.05 0.01
C 1.521 1.191 -5.361 0.00 0.00 -0.01
H 2.325 2.793 -6.545 0.00 0.00 0.00
H 3.356 3.912 -4.562 0.00 0.00 0.00
H 3.077 2.875 -2.333 0.00 0.00 0.00
H 0.890 -0.244 -3.891 0.01 0.00 0.01
H 1.058 0.667 -6.185 0.00 0.00 0.00